1.
C34H42N4O2Sn as an isolated structure. Source: the OMol25 dataset; level of theory: ωB97M-V with the def2-TZVPD basis set.

Cartesian coordinates (Å):
H (1.558, 4.774, -1.949)
C (3.977, -1.585, 0.081)
C (-0.250, 6.013, -0.382)
C (-0.149, -2.225, 2.691)
H (-5.824, 1.210, -4.489)
H (-1.081, 4.049, -0.596)
C (2.283, 1.578, 3.909)
C (0.981, -2.744, 1.964)
H (4.543, -0.894, 0.698)
H (-4.737, 0.587, 0.417)
C (-3.026, -0.404, 3.241)
H (-0.966, 4.316, 2.001)
H (-5.512, -0.318, -5.327)
H (-1.644, -1.488, 4.443)
H (-1.060, -1.455, -4.800)
C (1.827, -1.926, 1.171)
H (0.691, -4.692, 2.802)
C (-2.183, -0.767, -3.128)
H (-0.728, 6.423, -1.269)
H (2.025, -6.717, 1.975)
N (4.099, -1.490, -1.195)
H (-0.010, 4.510, -2.704)
H (3.620, -6.423, 1.263)
O (1.553, -0.736, 0.763)
H (-1.192, 0.205, 4.169)
H (1.288, -1.721, -4.797)
H (1.442, -3.034, -3.628)
C (-4.505, -0.096, -3.460)
C (3.284, -2.214, -2.138)
C (-3.464, 0.104, -1.244)
C (0.511, 3.079, 2.925)
H (1.982, 0.536, 3.769)
C (2.530, -1.246, -3.060)
H (4.743, -0.817, -1.604)
H (3.397, 2.110, 1.493)
H (-6.591, -0.261, -3.922)
C (2.505, -4.645, 1.698)
C (-3.682, 0.454, 0.141)
H (3.916, -2.881, -2.729)
C (1.868, 3.251, 0.529)
C (2.407, 2.536, 1.590)
C (-3.322, -0.594, -3.945)
H (3.202, -0.845, -3.819)
H (1.912, 1.917, 4.871)
C (2.892, -6.062, 1.987)
H (0.014, 3.098, 3.885)
Sn (-0.257, 0.654, 0.879)
C (-0.076, 4.501, -0.554)
C (0.628, 4.211, -1.877)
N (-0.657, -1.052, 2.645)
C (-3.190, 0.853, 2.387)
C (3.067, -2.496, 0.745)
H (-3.610, -0.260, 4.151)
C (0.615, 3.850, 0.626)
H (-5.496, 0.547, -1.687)
C (3.368, -3.830, 0.970)
H (3.343, -6.130, 2.976)
H (-3.438, -1.259, 2.704)
H (4.314, -4.229, 0.640)
C (-5.676, 0.139, -4.354)
N (-2.786, 0.601, 1.031)
C (-1.018, -1.266, -3.730)
C (-1.593, -0.694, 3.689)
C (-0.033, 3.784, 1.861)
H (0.090, -1.358, -2.100)
H (0.713, 6.500, -0.253)
C (1.334, -1.948, -3.729)
H (2.152, -0.409, -2.464)
H (-4.236, 1.177, 2.436)
H (3.369, 1.619, 3.918)
H (0.845, 3.145, -1.981)
C (-4.558, 0.203, -2.095)
C (-2.208, -0.361, -1.743)
H (-2.551, 1.645, 2.794)
C (1.728, 2.410, 2.796)
H (-0.539, -2.930, 3.434)
H (-0.874, 6.245, 0.477)
H (2.576, -2.809, -1.559)
H (2.458, 3.369, -0.366)
C (1.343, -4.078, 2.197)
N (0.102, -1.527, -3.111)
H (-3.241, -0.859, -4.988)
O (-1.130, -0.431, -1.054)

Forces on atoms 1 to 3 (eV/Å):
H 0.113 -0.011 -0.056
C -0.021 0.576 -0.133
C -0.092 -0.252 0.038

Calculated values
charge: +2
HOMO-LUMO gap: 7.35 eV
energy relative to the best compared isomer or geometry (same formula, charge and spin): 28.16 kcal/mol
LUMO: -5.75 eV

---

2.
C34H42N4O3P2ReS as an isolated structure. Source: the OMol25 dataset; level of theory: ωB97M-V with the def2-TZVPD basis set.

Cartesian coordinates (Å):
C (-0.942, 1.253, 4.036)
C (-1.659, -0.138, -0.484)
H (-3.856, -8.061, 0.641)
C (4.248, -2.092, 0.148)
H (2.871, 1.669, 1.126)
O (-0.160, -2.364, 1.280)
H (-3.223, -0.170, 2.152)
H (3.659, -3.928, 2.907)
H (4.744, -1.710, -0.754)
C (-3.970, 4.325, 1.111)
H (2.100, -1.006, -4.931)
C (3.798, -0.249, -3.574)
C (1.373, 4.481, -0.696)
N (-2.423, 2.644, 0.964)
C (-2.307, -5.705, 1.211)
C (-2.880, 3.701, 1.758)
C (3.651, -3.274, 2.035)
C (-0.431, 2.936, -1.832)
C (-2.148, -4.323, -1.233)
C (-3.038, -5.411, -1.063)
H (-4.437, 5.284, 1.374)
C (2.813, 3.809, -0.675)
N (-1.380, 0.787, 2.772)
C (1.960, 2.172, -2.274)
H (3.421, 4.009, 0.285)
H (1.275, 5.112, 0.192)
O (-0.313, -1.731, -1.035)
P (1.798, -0.212, 0.041)
H (1.164, 3.149, 1.283)
C (1.991, 1.130, 1.427)
N (3.025, -1.585, 0.639)
H (3.410, 4.321, -1.530)
H (3.161, 1.530, -0.645)
H (1.353, 5.239, -1.512)
N (2.644, -0.624, -1.680)
C (-3.077, 0.526, 4.278)
H (-1.893, 1.354, 6.041)
H (-1.349, -1.009, 0.173)
H (-2.052, -3.851, -2.207)
C (0.143, 3.563, -0.709)
H (-4.042, 0.276, 4.705)
H (2.077, 3.191, -4.218)
C (4.655, -3.137, 0.997)
C (0.905, 2.158, 1.721)
C (1.640, 3.335, -3.222)
H (-1.555, 2.868, -1.908)
C (-1.446, -4.622, 1.050)
H (4.705, 0.066, -1.506)
H (2.295, 0.546, 2.302)
C (-3.155, -6.091, 0.164)
C (2.558, 2.348, -1.091)
H (-4.901, -6.786, 1.283)
H (1.891, 1.211, -2.790)
H (-2.319, -6.204, 2.184)
P (-0.752, 1.508, 1.149)
C (-4.270, -7.073, 0.423)
H (-0.171, 4.499, -3.395)
S (0.072, -2.829, -0.114)
H (-5.082, 3.628, -0.776)
C (-1.955, 1.110, 4.962)
H (-2.433, 3.906, 2.726)
H (-0.794, -4.361, 1.870)
H (-2.054, -0.591, -1.431)
H (-3.711, -5.778, -1.853)
C (2.518, -0.777, -3.951)
H (-0.469, 3.582, 0.215)
H (2.105, 4.250, -2.858)
H (0.073, 1.632, 4.202)
O (1.273, -3.508, -0.487)
H (1.671, -2.252, 2.236)
C (2.637, -2.371, 1.728)
H (0.810, -1.380, -2.681)
H (-2.703, 0.116, -0.011)
H (-4.855, -7.152, -0.498)
Re (0.057, 1.130, -1.073)
H (4.598, 0.070, -4.235)
C (-3.333, 2.522, -0.084)
C (3.870, -0.171, -2.187)
H (-3.208, 1.853, -0.916)
H (-0.291, 2.896, -4.050)
C (1.824, -1.016, -2.772)
C (-2.689, 0.307, 2.956)
C (-1.273, -4.017, -0.186)
C (-4.273, 3.543, -0.047)
C (0.151, 3.464, -3.212)
H (5.542, -3.732, 0.838)
H (0.747, 2.285, 2.800)

Forces on atoms 1 to 3 (eV/Å):
C 0.000 0.547 0.521
C -3.866 -0.203 0.787
H -0.096 0.011 0.016

Calculated values
charge: +2
multiplicity: 4
HOMO-LUMO gap (spin up / spin down): 6.12 / 3.49 eV
expectation value of S²: 3.806
energy relative to the best compared isomer or geometry (same formula, charge and spin): 110.57 kcal/mol
LUMO (spin up / spin down): -6.32 / -8.96 eV

---

3.
A 6-piece molecular cluster, C34H42N8O3PS overall. Source: the OMol25 dataset; level of theory: ωB97M-V with the def2-TZVPD basis set.

Cartesian coordinates (Å):
C (2.200, -2.532, -1.513)
H (-2.382, 5.655, 4.274)
H (4.109, -1.502, -1.786)
C (6.266, -0.843, -6.639)
O (0.175, -4.779, -4.809)
H (-7.272, -3.492, 1.666)
H (1.132, -6.864, 0.810)
C (6.364, -2.074, -4.224)
H (0.146, 2.692, 2.486)
H (-1.385, -4.490, 1.353)
H (-1.064, 3.548, 4.493)
N (1.409, 0.315, 0.539)
H (1.273, -4.780, -0.251)
H (-0.008, 3.979, 0.355)
H (-0.279, -1.808, -0.846)
O (-1.665, -4.132, -3.776)
C (7.470, -1.378, -6.211)
N (0.155, 0.586, 1.040)
C (-0.363, -4.138, -3.867)
H (-4.411, 5.619, 2.562)
C (5.164, -0.960, -5.807)
H (-7.308, 5.566, 5.722)
C (-1.323, -3.712, -0.698)
C (-4.392, -1.810, 2.139)
H (8.448, -2.437, -4.609)
N (0.244, -6.369, 0.683)
N (5.870, 1.999, -0.500)
H (4.687, 3.050, 3.034)
S (2.513, 0.297, -2.091)
H (7.547, 3.128, -0.158)
C (3.086, -1.454, -2.256)
C (-0.621, -3.964, 0.706)
C (-0.651, 0.907, 0.027)
C (4.233, 1.925, 1.260)
H (8.356, -1.306, -6.831)
C (6.608, 2.800, 0.276)
H (4.123, 0.921, -0.656)
H (-1.352, -2.133, -2.245)
H (-2.371, -3.344, -0.502)
N (-6.089, 4.497, 2.206)
C (-5.746, 5.708, 4.253)
H (6.356, -2.560, -3.254)
H (-1.728, 1.157, 0.036)
C (-7.745, 4.437, 3.946)
C (-5.356, 5.298, 2.987)
C (-0.518, 4.317, 1.248)
H (6.871, 3.853, 2.131)
H (-5.111, 6.356, 4.842)
C (-6.967, 5.266, 4.738)
C (5.017, 2.755, 2.045)
H (2.916, -3.377, -1.270)
C (6.231, 3.204, 1.547)
H (-7.833, 3.433, 2.041)
H (1.245, -2.445, -3.737)
C (-6.529, -2.705, 1.609)
P (0.814, -3.279, -2.630)
C (-5.305, -2.847, 2.242)
H (-5.957, 0.355, 0.307)
H (3.222, -1.685, -3.339)
C (-1.836, 5.247, 3.429)
H (-7.733, -1.397, 0.390)
N (-1.931, 5.953, 2.297)
H (4.200, -0.555, -6.097)
C (-1.273, 5.479, 1.233)
H (1.384, -4.590, -2.382)
C (1.288, 0.499, -0.780)
H (-5.064, -3.740, 2.803)
N (5.193, -1.564, -4.615)
C (-5.803, -0.569, 0.854)
C (-6.789, -1.543, 0.899)
C (4.702, 1.575, 0.001)
H (-1.384, -4.696, -1.226)
H (1.839, -2.177, -0.505)
C (-0.435, 3.605, 2.433)
C (-0.580, -2.606, -1.576)
H (1.251, -4.724, 1.558)
O (0.026, 0.878, -1.195)
C (7.525, -2.007, -4.978)
H (6.184, -0.345, -7.597)
C (-1.106, 4.077, 3.550)
H (-1.366, 6.073, 0.330)
N (-4.618, -0.684, 1.460)
C (0.620, -4.922, 0.643)
H (-3.421, -1.868, 2.619)
H (-8.704, 4.073, 4.290)
H (-0.414, -2.987, 1.220)
C (-7.262, 4.082, 2.696)
H (-0.292, -6.547, 1.537)
H (3.280, 1.555, 1.614)

Forces on atoms 1 to 3 (eV/Å):
C 1.502 0.276 0.407
H 0.027 -0.067 0.039
H -0.904 0.364 -0.551

Calculated values
charge: -1
HOMO-LUMO gap: 5.47 eV
LUMO: 2.09 eV

---

Max |F| (Eh/bohr)
0.0201; 0.0946; 0.0858